(1)
{
  "formula": "C2H6O2",
  "method": "ωB97M-V with the def2-TZVPD basis set",
  "e_homo_ev": -8.80,
  "max_force_ev_per_a": 1.8,
  "smiles": "C=CO.O",
  "lumo_ev": 0.52,
  "e_above_lowest_ev": 1.118,
  "species": ["C", "C", "O", "H", "H", "H", "H", "O", "H", "H"],
  "coordinates": [[1.33, 0.07, 0.21], [0.58, 1.16, 0.12], [-0.68, 1.20, -0.42], [2.38, 0.19, 0.48], [1.17, -0.81, -0.38], [0.83, 2.12, 0.55], [-1.03, 0.31, -0.29], [-0.89, -1.79, 0.13], [-1.06, -2.60, 0.65], [-1.13, -2.05, -0.76]]
}


(2)
{
  "formula": "C29H24Cl2KN9O2S",
  "method": "ωB97M-V with the def2-TZVPD basis set",
  "e_homo_ev": -1.32,
  "max_force_ev_per_a": 0.6,
  "charge": -2,
  "lumo_ev": 3.84,
  "e_above_lowest_ev": 0.655,
  "species": ["K", "Cl", "C", "C", "C", "N", "C", "O", "C", "C", "C", "C", "C", "N", "C", "C", "C", "Cl", "N", "C", "O", "C", "C", "C", "C", "C", "N", "H", "H", "H", "H", "H", "H", "H", "H", "H", "H", "C", "C", "N", "C", "S", "N", "N", "C", "C", "C", "C", "C", "C", "C", "N", "H", "H", "H", "H", "H", "H", "H", "H", "H", "H", "H", "H", "H", "N", "C", "H"],
  "coordinates": [[-0.39, 0.27, 1.02], [-2.33, -6.22, 4.04], [-1.35, -4.84, 3.59], [-1.99, -3.66, 3.23], [-1.29, -2.51, 2.85], [-1.93, -1.36, 2.39], [-3.18, -1.09, 2.70], [-3.99, -1.67, 3.45], [-3.76, 0.13, 1.97], [-5.14, 0.10, 1.72], [-5.73, 1.15, 1.05], [-4.95, 2.24, 0.68], [-3.61, 2.20, 0.99], [-3.01, 1.18, 1.62], [0.15, -2.57, 2.86], [0.76, -3.77, 3.24], [0.02, -4.89, 3.60], [0.88, -6.35, 4.06], [0.87, -1.47, 2.42], [2.17, -1.33, 2.56], [3.04, -2.03, 3.11], [2.71, -0.10, 1.83], [3.70, -0.32, 0.86], [4.18, 0.74, 0.13], [3.71, 2.02, 0.41], [2.76, 2.15, 1.40], [2.25, 1.12, 2.09], [-3.07, -3.62, 3.26], [-5.68, -0.77, 2.06], [-6.79, 1.13, 0.82], [-5.36, 3.08, 0.13], [-2.96, 3.02, 0.70], [1.84, -3.81, 3.27], [4.04, -1.34, 0.70], [4.91, 0.58, -0.66], [4.05, 2.89, -0.13], [2.36, 3.13, 1.65], [2.47, -2.72, -4.32], [2.41, -2.91, -2.81], [1.07, -2.83, -2.27], [0.45, -1.65, -1.99], [-1.17, -1.77, -1.38], [1.15, -0.56, -2.23], [0.64, 0.56, -1.68], [0.98, 1.68, -2.22], [1.84, 1.79, -3.45], [0.50, 2.92, -1.58], [0.63, 4.16, -2.23], [0.23, 5.31, -1.59], [-0.28, 5.23, -0.31], [-0.38, 3.97, 0.26], [-0.01, 2.85, -0.34], [3.50, -2.79, -4.68], [2.07, -1.74, -4.58], [1.88, -3.49, -4.84], [3.00, -2.14, -2.32], [2.83, -3.88, -2.53], [0.47, -3.63, -2.31], [2.21, 0.81, -3.71], [2.68, 2.46, -3.28], [1.27, 2.19, -4.30], [1.04, 4.20, -3.23], [0.33, 6.27, -2.09], [-0.60, 6.11, 0.24], [-0.78, 3.85, 1.27], [-2.76, 0.75, -2.38], [-3.36, 1.66, -2.77], [-2.18, -0.06, -2.03]]
}


(3)
{
  "formula": "C2H5BO",
  "method": "ωB97M-V with the def2-TZVPD basis set",
  "e_homo_ev": -8.52,
  "max_force_ev_per_a": 4.3,
  "lumo_ev": 0.77,
  "e_above_lowest_ev": 4.404,
  "species": ["B", "C", "C", "O", "H", "H", "H", "H", "H"],
  "coordinates": [[-1.72, -0.44, 0.12], [0.26, 0.97, 0.48], [1.43, 0.23, -0.15], [-0.68, 0.19, 0.50], [-2.30, -1.12, 0.96], [-2.04, -0.15, -0.91], [2.37, 0.72, -0.04], [1.40, -0.70, 0.29], [1.29, 0.30, -1.24]]
}


(4)
{
  "formula": "C15H22N4O2",
  "method": "ωB97M-V with the def2-TZVPD basis set",
  "e_homo_ev": -7.77,
  "max_force_ev_per_a": 3.1,
  "smiles": "Cc1cc(=O)[nH]c2c1c(=O)[nH]n2[C@@H]1C[C@@H](C)N(C)C[C@@H]1C",
  "lumo_ev": 0.47,
  "e_above_lowest_ev": 1.694,
  "species": ["C", "C", "C", "C", "O", "N", "C", "C", "C", "O", "N", "N", "C", "C", "C", "C", "N", "C", "C", "C", "C", "H", "H", "H", "H", "H", "H", "H", "H", "H", "H", "H", "H", "H", "H", "H", "H", "H", "H", "H", "H", "H", "H"],
  "coordinates": [[1.26, 4.99, 0.73], [0.57, 3.71, 0.35], [-0.76, 3.68, 0.03], [-1.42, 2.42, -0.29], [-2.59, 2.40, -0.65], [-0.70, 1.28, -0.39], [0.61, 1.25, -0.03], [1.26, 2.41, 0.33], [2.62, 2.03, 0.76], [3.56, 2.80, 0.98], [2.73, 0.67, 0.57], [1.49, 0.15, 0.06], [1.24, -1.30, -0.20], [0.61, -1.44, -1.61], [-0.85, -1.98, -1.63], [-0.93, -3.50, -1.65], [-1.60, -1.46, -0.49], [-3.07, -1.29, -0.63], [-1.07, -1.70, 0.86], [0.45, -2.00, 0.91], [0.93, -1.72, 2.34], [0.55, 5.79, 0.73], [1.73, 4.95, 1.69], [2.00, 5.26, -0.04], [-1.38, 4.59, -0.04], [-1.21, 0.39, -0.41], [3.63, 0.31, 0.23], [2.23, -1.78, -0.27], [0.64, -0.43, -2.05], [1.27, -2.08, -2.21], [-1.33, -1.64, -2.58], [-0.55, -3.93, -0.74], [-1.94, -3.80, -1.75], [-0.44, -3.88, -2.55], [-3.29, -0.73, -1.54], [-3.52, -0.79, 0.22], [-3.53, -2.31, -0.68], [-1.29, -0.81, 1.47], [-1.59, -2.57, 1.31], [0.58, -3.07, 0.76], [0.77, -0.69, 2.61], [0.32, -2.31, 3.02], [1.99, -1.90, 2.49]]
}


(5)
{
  "formula": "C38H21N8Pt",
  "method": "ωB97M-V with the def2-TZVPD basis set",
  "e_homo_ev": -3.00,
  "max_force_ev_per_a": 1.8,
  "charge": -1,
  "lumo_ev": 1.76,
  "species": ["Pt", "C", "C", "C", "C", "C", "N", "C", "N", "C", "C", "C", "C", "C", "C", "C", "C", "N", "C", "N", "C", "N", "C", "N", "C", "N", "C", "C", "C", "C", "C", "C", "C", "C", "C", "C", "C", "C", "N", "C", "C", "H", "H", "H", "H", "H", "H", "H", "H", "H", "H", "H", "H", "H", "H", "H", "H", "C", "C", "C", "C", "C", "C", "H", "H", "H", "H", "H"],
  "coordinates": [[0.05, 0.51, -0.35], [-4.98, -0.44, -4.40], [-3.95, -0.56, -5.39], [-2.63, -0.41, -5.08], [-2.30, -0.12, -3.73], [-1.07, 0.07, -3.09], [-1.34, 0.32, -1.76], [-2.68, 0.26, -1.53], [-3.34, 0.42, -0.31], [-2.75, 0.65, 0.78], [-3.45, 0.86, 2.07], [-4.80, 0.85, 2.38], [-5.16, 1.11, 3.70], [-4.19, 1.37, 4.67], [-2.84, 1.37, 4.34], [-2.49, 1.11, 3.03], [-1.17, 1.08, 2.36], [-0.08, 1.32, 2.95], [1.16, 1.32, 2.30], [1.44, 0.91, 1.04], [2.77, 1.10, 0.75], [3.44, 0.79, -0.41], [2.85, 0.46, -1.47], [1.48, 0.40, -1.73], [1.26, 0.07, -3.07], [0.16, -0.06, -3.68], [2.59, -0.09, -3.70], [2.94, -0.42, -5.00], [4.29, -0.51, -5.30], [5.26, -0.28, -4.32], [4.90, 0.05, -3.02], [3.55, 0.14, -2.73], [3.38, 1.61, 1.91], [4.70, 2.01, 2.19], [4.97, 2.53, 3.43], [3.94, 2.67, 4.41], [2.65, 2.29, 4.16], [2.35, 1.75, 2.89], [-1.39, 0.78, 1.03], [-3.31, -0.01, -2.74], [-4.67, -0.17, -3.10], [-6.01, -0.57, -4.70], [-4.24, -0.78, -6.42], [-1.86, -0.50, -5.83], [-5.54, 0.66, 1.62], [-6.20, 1.11, 3.98], [-4.49, 1.56, 5.69], [-2.07, 1.57, 5.08], [2.18, -0.59, -5.75], [4.61, -0.76, -6.31], [6.31, -0.36, -4.59], [5.64, 0.23, -2.25], [5.47, 1.90, 1.44], [5.98, 2.84, 3.67], [4.19, 3.09, 5.38], [1.87, 2.40, 4.90], [-5.45, -0.08, -2.34], [0.07, -4.19, 0.66], [-0.60, -3.72, -0.45], [-0.62, -2.37, -0.75], [0.06, -1.49, 0.07], [0.74, -1.94, 1.19], [0.75, -3.30, 1.48], [0.08, -5.25, 0.89], [-1.13, -4.41, -1.10], [-1.16, -2.02, -1.62], [1.27, -1.25, 1.83], [1.28, -3.65, 2.35]]
}


(6)
{
  "formula": "C19H24N2O2S5W",
  "method": "ωB97M-V with the def2-TZVPD basis set",
  "e_homo_ev": -14.45,
  "max_force_ev_per_a": 0.4,
  "charge": 2,
  "lumo_ev": -7.60,
  "e_above_lowest_ev": 0.000,
  "species": ["W", "O", "C", "S", "C", "C", "S", "S", "S", "C", "C", "C", "N", "C", "S", "N", "C", "O", "C", "C", "C", "C", "C", "C", "H", "H", "H", "H", "H", "H", "H", "H", "H", "H", "H", "H", "H", "H", "C", "C", "C", "C", "C", "H", "H", "H", "H", "H", "H", "H", "H", "H", "H"],
  "coordinates": [[1.31, -1.74, 0.79], [5.68, 1.98, 2.15], [4.99, 1.03, 2.08], [3.66, 0.67, 3.23], [3.15, -0.80, 2.47], [3.85, -1.21, 1.35], [3.39, -2.63, 0.43], [5.14, -0.22, 0.79], [1.75, -1.63, 3.06], [1.97, 3.95, -3.40], [0.52, 3.61, -3.10], [0.12, 2.22, -3.59], [0.91, 1.15, -2.96], [0.78, 0.66, -1.76], [1.95, -0.51, -1.27], [-0.27, 1.13, -1.02], [-0.64, 0.77, 0.26], [-0.07, -0.17, 0.84], [-1.70, 1.53, 0.90], [-2.23, 1.00, 2.09], [-3.25, 1.67, 2.74], [-3.74, 2.86, 2.22], [-3.21, 3.40, 1.05], [-2.19, 2.73, 0.39], [2.20, 4.97, -3.09], [2.17, 3.88, -4.47], [2.66, 3.29, -2.88], [-0.15, 4.33, -3.59], [0.34, 3.70, -2.02], [0.29, 2.13, -4.66], [-0.94, 2.01, -3.44], [1.70, 0.79, -3.50], [-0.85, 1.83, -1.46], [-1.85, 0.07, 2.48], [-3.67, 1.26, 3.65], [-4.53, 3.39, 2.73], [-3.58, 4.33, 0.66], [-1.78, 3.20, -0.50], [-0.23, -5.24, 1.14], [-0.74, -3.89, 0.63], [-1.85, -4.10, -0.39], [-1.26, -3.02, 1.80], [0.41, -3.18, -0.04], [-1.07, -5.80, 1.57], [0.54, -5.12, 1.90], [0.18, -5.84, 0.32], [-2.71, -4.56, 0.10], [-1.53, -4.76, -1.20], [-2.18, -3.15, -0.83], [-2.14, -2.45, 1.51], [-0.53, -2.28, 2.17], [-1.51, -3.63, 2.67], [0.72, -3.61, -1.00]]
}


(7)
{
  "formula": "C40H31CrN2O2P2S3",
  "method": "ωB97M-V with the def2-TZVPD basis set",
  "e_homo_ev": [-7.65, -7.76],
  "multiplicity": 4,
  "max_force_ev_per_a": 1.1,
  "lumo_ev": [-0.23, -0.40],
  "species": ["Cr", "S", "P", "C", "P", "S", "C", "C", "C", "C", "C", "C", "C", "C", "C", "C", "C", "C", "C", "C", "C", "C", "C", "C", "C", "C", "C", "C", "C", "C", "H", "H", "H", "H", "H", "H", "H", "H", "H", "H", "H", "H", "H", "H", "H", "H", "H", "H", "H", "H", "O", "S", "O", "N", "C", "C", "C", "C", "C", "C", "C", "C", "N", "C", "C", "C", "C", "C", "C", "C", "H", "H", "H", "H", "H", "H", "H", "H", "H", "H", "H"],
  "coordinates": [[-1.40, -0.16, -0.50], [-0.97, 0.09, 1.95], [0.86, 0.35, 1.11], [0.63, -0.10, -0.48], [0.87, 0.39, -2.06], [-0.98, 0.26, -2.89], [2.05, -0.72, -2.87], [1.66, -1.61, -3.86], [2.57, -2.53, -4.37], [3.87, -2.57, -3.88], [4.26, -1.68, -2.88], [3.35, -0.77, -2.37], [1.53, 2.05, -2.38], [0.91, 3.14, -1.77], [1.33, 4.43, -2.04], [2.39, 4.65, -2.92], [3.01, 3.57, -3.53], [2.58, 2.27, -3.27], [1.50, 2.01, 1.43], [2.83, 2.28, 1.10], [3.35, 3.57, 1.25], [2.53, 4.58, 1.73], [1.21, 4.32, 2.06], [0.69, 3.03, 1.91], [2.07, -0.72, 1.93], [2.52, -0.44, 3.22], [3.40, -1.31, 3.86], [3.82, -2.46, 3.21], [3.38, -2.74, 1.92], [2.50, -1.88, 1.28], [0.64, -1.58, -4.22], [2.26, -3.22, -5.14], [4.57, -3.29, -4.27], [5.27, -1.72, -2.49], [3.66, -0.09, -1.58], [0.10, 2.97, -1.08], [0.85, 5.28, -1.56], [2.73, 5.66, -3.13], [3.82, 3.74, -4.23], [3.05, 1.43, -3.76], [3.47, 1.49, 0.73], [4.38, 3.77, 1.00], [2.93, 5.58, 1.85], [0.58, 5.11, 2.45], [-0.33, 2.81, 2.18], [2.18, 0.46, 3.73], [3.75, -1.09, 4.86], [4.51, -3.14, 3.70], [3.71, -3.64, 1.42], [2.12, -2.08, 0.28], [-1.01, -2.55, -0.94], [-2.36, -2.85, -0.50], [-3.17, -3.75, -1.27], [-2.95, -1.39, -0.34], [-4.23, -0.87, -0.20], [-5.42, -1.53, -0.05], [-6.62, -0.78, 0.08], [-6.63, 0.58, 0.07], [-5.41, 1.28, -0.08], [-5.30, 2.69, -0.10], [-4.07, 3.28, -0.25], [-2.93, 2.47, -0.38], [-2.99, 1.16, -0.35], [-4.22, 0.55, -0.21], [-2.23, -3.53, 1.12], [-2.87, -2.93, 2.20], [-2.72, -3.50, 3.46], [-1.94, -4.63, 3.63], [-1.30, -5.21, 2.54], [-1.44, -4.66, 1.28], [-5.44, -2.61, -0.06], [-7.55, -1.32, 0.19], [-7.56, 1.13, 0.17], [-6.19, 3.30, -0.01], [-3.96, 4.35, -0.28], [-1.95, 2.91, -0.50], [-3.45, -2.03, 2.07], [-3.20, -3.04, 4.32], [-1.82, -5.06, 4.62], [-0.68, -6.09, 2.68], [-0.94, -5.10, 0.42]]
}


(8)
{
  "formula": "C29H31IrN7O4PSe",
  "method": "ωB97M-V with the def2-TZVPD basis set",
  "e_homo_ev": [-15.96, -16.20],
  "multiplicity": 6,
  "max_force_ev_per_a": 2.3,
  "charge": 3,
  "lumo_ev": [-8.65, -11.89],
  "e_above_lowest_ev": 0.526,
  "species": ["Ir", "Se", "N", "C", "C", "C", "C", "C", "N", "C", "C", "N", "C", "C", "C", "C", "C", "N", "H", "H", "H", "H", "H", "H", "C", "C", "C", "C", "C", "C", "N", "C", "C", "C", "C", "C", "C", "H", "H", "H", "H", "H", "H", "H", "H", "H", "H", "C", "O", "P", "O", "C", "O", "C", "H", "H", "H", "H", "H", "H", "H", "H", "H", "C", "N", "C", "N", "O", "H", "H", "H", "H", "H", "H"],
  "coordinates": [[-0.51, -0.65, -0.12], [5.02, 0.02, 5.40], [5.08, 0.18, 3.65], [3.87, -0.03, 3.20], [3.50, 0.00, 1.81], [4.43, 0.22, 0.79], [3.99, 0.23, -0.51], [2.64, 0.03, -0.76], [1.74, -0.18, 0.21], [2.15, -0.22, 1.48], [1.14, -0.51, 2.50], [-0.11, -0.73, 2.10], [-1.05, -1.02, 3.00], [-0.79, -1.10, 4.37], [0.49, -0.87, 4.81], [1.48, -0.57, 3.87], [2.85, -0.32, 4.24], [3.29, -0.33, 5.46], [5.47, 0.39, 1.05], [4.67, 0.39, -1.34], [2.25, 0.06, -1.77], [-2.05, -1.20, 2.63], [-1.59, -1.34, 5.05], [0.75, -0.93, 5.86], [2.35, 3.51, -2.88], [1.65, 2.40, -3.33], [0.69, 1.81, -2.52], [0.37, 2.36, -1.27], [1.10, 3.48, -0.82], [2.08, 4.04, -1.62], [-0.61, 1.77, -0.50], [-1.57, 2.50, 0.12], [-1.92, 3.82, -0.31], [-2.90, 4.53, 0.34], [-3.59, 3.97, 1.41], [-3.30, 2.66, 1.82], [-2.32, 1.94, 1.19], [3.09, 3.97, -3.51], [1.85, 2.00, -4.31], [0.12, 0.95, -2.86], [0.88, 3.88, 0.16], [2.64, 4.89, -1.26], [-1.42, 4.24, -1.17], [-3.13, 5.53, 0.01], [-4.37, 4.53, 1.90], [-3.86, 2.22, 2.63], [-2.08, 0.94, 1.50], [-5.14, -0.69, -0.46], [-3.72, -0.72, -0.16], [-2.62, -0.70, -1.30], [-3.06, 0.51, -2.21], [-2.70, 0.73, -3.59], [-2.93, -1.92, -2.28], [-2.91, -3.29, -1.82], [-5.65, -0.95, 0.46], [-5.39, -1.40, -1.24], [-5.43, 0.31, -0.77], [-3.61, 1.04, -4.10], [-2.32, -0.17, -4.06], [-1.97, 1.53, -3.64], [-3.60, -3.43, -0.99], [-1.90, -3.56, -1.52], [-3.22, -3.90, -2.66], [3.32, -4.52, -1.35], [2.29, -3.48, -1.28], [1.03, -3.66, -0.84], [0.66, -4.89, -0.46], [0.20, -2.71, -0.80], [4.27, -4.04, -1.58], [3.10, -5.24, -2.14], [3.41, -5.04, -0.40], [2.51, -2.57, -1.64], [1.23, -5.70, -0.64], [-0.28, -5.03, -0.16]]
}